[1]
This record from the OMol25 dataset describes C21H49BrMnN3O5 as an isolated structure at a distorted geometry. The level of theory is wB97M-V/def2-TZVPD.

Geometry (Å):
C -0.3720 -1.1997 -4.9597
H -4.4586 -0.0405 1.4763
N -4.2147 0.5003 3.5139
H -0.1398 -1.1025 -6.0202
H -4.0017 -1.4992 3.2218
Br -1.5950 -0.9585 1.5650
H -2.7432 4.1928 1.9452
O 2.1313 -0.9621 -2.0928
C 0.3756 -3.0281 -1.2036
H -4.8064 2.8967 2.1550
O 0.4801 4.0432 -0.6615
O 4.4010 -0.3402 2.7270
H -1.7232 0.1694 6.6665
H 1.8668 4.8664 -1.8782
O -2.2578 -0.6246 4.9146
H 2.5964 2.4857 0.4387
H 4.1935 -0.1043 0.7790
H -1.2119 -0.5226 -4.8045
C 0.9121 -0.8194 -4.2319
H -5.8870 0.4955 2.1740
H -4.8186 1.0372 4.1198
H 0.0410 -3.2823 -5.4837
H 2.7109 -3.6179 -2.6205
C -2.3875 3.3183 1.4003
H 1.7131 -0.5506 -1.3329
H 3.9858 1.4406 1.7433
C 5.8088 -0.1924 2.8093
H 2.1177 -1.0088 1.6924
H 1.8836 1.1060 -3.7600
H 1.8955 0.4165 2.5623
C 0.7833 2.6637 -0.6359
H -4.5658 2.1374 0.5476
H 1.2421 -2.9036 -0.5541
H -1.2999 3.3085 1.4722
C 1.4877 4.9590 -0.8605
H 2.2077 -0.5484 -5.9481
H -0.9302 -4.0822 -3.3732
C 2.1232 -1.2238 -5.0967
H -3.9109 -0.2590 6.0252
H -1.6677 -2.9453 -5.3359
C 0.7261 -2.7643 -2.7376
H 0.1557 1.1930 -3.5374
C 0.9333 0.7608 -4.1672
C 2.2851 0.0649 1.6069
C -3.5706 -1.0365 5.3413
N 1.5165 0.6800 0.5072
H 1.3953 -4.7771 -2.8452
O -2.9514 2.1477 1.8327
H 2.2955 4.7726 -0.1528
H 6.2199 -0.7724 3.6356
H -0.1452 -3.9548 -0.9628
H -1.4147 -2.4805 -2.9472
C -4.3442 2.0717 1.6129
H -1.1928 -1.5546 6.3755
H -3.4876 -2.0415 5.7550
H -5.4286 -1.1790 4.1356
C -0.6870 -2.6779 -4.9426
H 6.3246 -0.4935 1.8975
H 6.1420 0.8019 3.1065
C -4.3825 -0.8882 4.0402
Mn -2.1325 0.8619 3.3040
C 3.8073 0.3671 1.6828
H -0.2278 2.2569 -0.6543
H 2.0522 -2.2454 -5.4701
N 1.0086 -1.3222 -2.8608
H -0.3614 -0.2201 5.5808
H 3.0289 -1.1134 -4.5005
C 1.5765 2.1168 0.5472
H 1.2902 2.4068 -1.5660
C -1.3274 -0.5572 5.9569
H 0.5948 0.3126 0.6959
C -0.6285 -3.0381 -3.4563
H 0.7155 1.3307 -5.0704
C 1.7716 -3.7985 -3.1432
H 1.0831 2.4596 1.4567
H -0.3196 -2.3076 -0.7727
C -4.8163 0.6986 2.1932
H -2.7060 3.4938 0.3728
H 2.0371 -3.7991 -4.2004
H 1.1984 6.0036 -0.7455

As for the spin multiplicity: 7. Its charge is +2. The frontier orbital gap (alpha / beta) is 7.79 / 5.53 eV. For the calculated total energy, the calculation gives -138624.3145 eV.

---

[2]
This record from the OMol25 dataset describes a 8-piece molecular cluster, C21H49Cl6N4O8P overall at a distorted geometry. The level of theory is wB97M-V/def2-TZVPD.

Geometry (Å):
H 18.9858 0.4439 15.7044
H 20.2897 -4.0370 15.1473
C 14.0278 0.8069 12.9147
C 18.7430 -2.7199 14.2241
C 17.5183 5.8719 5.1797
H 16.8568 0.2533 10.7773
H 18.9241 -3.0996 13.2186
H 24.3303 -1.2713 5.6857
N 21.4801 0.1438 14.0646
H 21.9790 -1.7647 4.6124
N 19.5422 0.2092 9.9295
Cl 17.6156 7.6239 5.2521
H 17.2263 -1.0528 11.9331
H 14.3138 4.0197 12.5412
C 22.4871 -4.9196 12.3294
H 17.8456 5.5928 7.3860
H 18.1700 -2.7923 8.3517
H 16.1353 -3.1161 12.6023
C 15.4214 -6.5829 10.0414
H 17.8208 0.6491 8.6563
H 23.3167 -0.8029 14.5796
H 14.8084 -5.8493 9.5178
C 13.4090 -0.1512 14.0167
H 13.7958 0.1544 14.9889
H 13.5521 -1.2253 13.8988
H 23.5804 -2.4426 6.7304
C 21.2073 0.7888 15.1938
C 23.5977 -6.0030 12.4930
C 19.0322 -0.0649 11.1544
H 20.7142 -4.0774 10.2225
H 16.6474 -2.3755 7.3866
C 22.1243 -1.2580 5.5665
H 13.9946 2.5267 14.1199
Cl 17.2706 -3.4671 15.0072
H 16.2061 5.3528 6.8024
C 23.4517 -1.4466 6.3066
O 14.3160 0.3265 11.8287
H 19.3529 1.9452 14.8664
C 18.8871 0.8347 8.7857
O 16.4759 -4.1016 8.5462
O 18.0751 -3.7761 10.5709
H 24.3337 -5.4595 13.0855
C 17.2576 5.2535 6.5331
H 19.2026 1.8646 8.6186
H 19.3208 0.2085 8.0061
H 17.3556 0.7140 12.2347
Cl 19.6962 -2.3688 16.7702
H 20.7056 -0.0455 13.4444
H 21.5564 -2.5567 10.1992
O 19.7914 -0.3937 12.0874
H 12.3377 0.0034 14.1449
C 15.2515 -3.1548 11.9655
H 20.5272 0.1175 9.7257
H 14.2572 2.8404 11.1339
O 16.5560 -5.8208 10.4869
H 14.4494 -3.7941 12.3344
Cl 23.6119 -0.3255 7.6982
O 21.5150 -4.9295 13.0852
C 21.2989 -3.3980 10.8426
H 20.6408 -3.0478 11.6378
C 14.5396 3.0195 12.1714
C 17.5601 -0.0951 11.5337
H 14.9419 -2.1138 12.0575
H 15.6757 -7.3370 9.2965
Cl 20.8499 -1.8220 6.5841
H 20.8606 -2.4586 14.6769
O 22.0951 0.9151 15.9991
H 17.7634 -3.7188 6.9887
Cl 17.6903 3.4854 6.6327
H 19.6673 1.8039 16.4972
H 23.9308 -6.3660 11.5207
H 22.0308 -0.1885 5.3779
H 14.8266 -6.9841 10.8620
H 15.6291 2.9947 12.1526
H 23.3234 0.3306 13.2176
C 20.0066 -2.9853 15.1029
N 22.4748 -4.1231 11.2585
H 22.6277 -1.1413 12.8982
H 18.3945 5.4448 4.6919
N 14.1834 2.1295 13.2106
H 23.2242 -4.0366 10.5869
H 18.6783 -1.6390 14.0991
C 22.7446 -0.4410 13.7253
C 17.3031 -3.1454 7.7933
H 23.2331 -6.8802 13.0275
H 16.5532 5.7536 4.6871
O 15.4174 -3.5938 10.6401
P 16.7480 -4.2272 10.1032
C 19.7419 1.2192 15.5803

As for the spin multiplicity: 1. The frontier orbital gap is 8.60 eV. The energy above the lowest of the compared OMol25 structures with the same formula, charge and spin is 0.00 kcal/mol. For the calculated total energy, the calculation gives -129338.0225 eV. The SMILES is COP(=O)(OC)OC.CNC(C)=O.CNC(C)=O.CNC(C)=O.CNC(C)=O.ClCCCl.ClCCCl.ClCCCl.

---

[3]
This record from the OMol25 dataset describes a 5-piece molecular cluster, C21H50N8O5 overall at a distorted geometry. The level of theory is wB97M-V/def2-TZVPD.

Geometry (Å):
H -6.0547 1.5048 -3.1342
H -4.2811 -5.1003 5.7093
C -0.9291 -6.7720 3.0454
H -0.8771 -3.5988 2.9132
H 0.8342 8.7949 -0.3881
H 6.3036 7.9652 -0.1076
C 4.4437 7.2477 1.4495
C -0.9346 -8.2268 2.4576
H 4.9798 6.6529 2.1891
C 1.4829 7.2689 -2.4131
H -2.1123 -6.0133 1.5045
H -6.5830 0.4350 -4.5341
H 4.5619 9.6939 -0.2585
C 0.5008 -6.5223 3.5850
H 0.8505 8.1443 -2.5613
C 5.5076 7.7390 -0.8169
H 4.6461 8.3011 1.6426
C 5.4518 5.3825 0.0328
H -0.8449 -4.2200 5.1717
O -1.0807 -7.6918 -5.7879
H -1.9755 -3.5521 1.7666
H 1.8547 6.8485 -3.3475
H -4.5681 -6.6536 5.0428
H -3.3397 -3.6438 3.9999
C -2.9410 -4.4987 3.4538
H 4.8781 4.6380 0.5848
H 5.8163 7.3409 -1.7835
O -7.2162 0.3755 -1.4919
C 3.4466 8.7904 -1.8861
O 2.4358 5.4785 -0.2617
H -8.1796 -1.4590 -2.3219
C 1.8240 8.4694 -0.0680
H -2.2272 -4.1761 6.2775
N 0.4254 -6.1206 -5.3352
C -1.2504 -5.6691 2.0760
H 3.8111 8.4249 -2.8461
H 2.3057 9.4222 0.1513
H 0.6368 -5.1570 -5.1183
O 0.1615 -0.5128 -4.6514
C -0.7803 -6.5528 -5.6283
H 5.4983 4.9118 -0.9492
H 2.3174 0.3641 -4.1701
H 1.5953 1.3536 -2.8201
C -2.5541 -5.5417 4.5489
C 4.5609 6.7361 -0.0506
H -0.4265 1.2923 -2.1862
C -3.7767 -6.0357 5.4670
H 1.0899 -6.8806 -5.3034
H -0.4229 -5.5008 1.3869
H -0.1909 -8.3885 1.6773
C 4.8093 9.1201 -1.1516
H -0.7248 -8.9526 3.2433
H -3.3631 -6.5524 6.3331
H 2.1667 5.8308 0.5898
N -6.4551 0.6829 -3.5634
C 2.4961 7.7288 -1.2212
H -1.4178 0.2252 -3.1703
H -2.3676 -8.4116 4.8421
H 6.3922 5.4918 0.5729
N -7.6778 -1.0471 -3.0957
N -1.5783 -5.5642 -5.8124
H 3.4477 7.0409 1.8409
N 1.5660 0.8343 -3.6859
N -1.9910 -6.7734 4.0302
H 1.5478 7.8629 0.7945
H -1.9393 -8.3697 2.0600
H -1.0933 -5.4256 6.2283
H 1.0563 -6.0197 2.7931
H 3.0051 9.7864 -1.9224
C -7.1360 0.0268 -2.5904
H -3.7774 -4.9471 2.9175
H -1.2793 -4.5996 -5.7965
H -8.0040 -1.0928 -4.0504
H 0.8443 6.4614 -2.0551
C -1.7093 -4.2214 2.5847
H 0.6632 -5.6736 4.2493
H 1.0910 -7.3852 3.8936
O -1.6882 -7.7651 5.0473
C -1.6838 -4.7951 5.5636
H -2.4738 -5.7818 -6.2258
N -0.5195 0.6240 -2.9377
C 0.4014 0.2758 -3.7826
H 5.4914 9.7364 -1.7372
N 3.2268 6.5615 -0.6977

As for the spin multiplicity: 1. The frontier orbital gap is 8.51 eV. The energy above the lowest of the compared OMol25 structures with the same formula, charge and spin is 114.15 kcal/mol. For the calculated total energy, the calculation gives -44742.3195 eV. The SMILES is CC1(C)CCCC(C)(C)N1O.CC1(C)CCCC(C)(C)N1O.NC(N)=O.NC(N)=O.NC(N)=O.

---

Q: Among the records above, which one has the highest calculated total energy?
A: C21H50N8O5

---

Q: What is the spin multiplicity in the second record?
A: 1

---

Q: Look up the calculated total energy of the third one.
A: -44742.3195 eV